3 unconnected molecules or ions with the total composition C32H46BrN4O13S2 at a distorted geometry. Source: the Open Molecules 2025 dataset; level of theory: ωB97M-V/def2-TZVPD.

Atoms and positions in Å:
C 1.81661 -4.52573 3.82514
C 1.96983 -3.22926 4.74280
O 2.89650 -3.24972 5.60605
O 1.20375 -2.02266 4.66136
C -0.06008 -2.20198 4.02163
O -0.90075 -3.09489 4.29646
C -0.51555 -1.13918 2.87285
C 0.82542 -0.48831 2.24295
N 1.97183 -1.34202 1.84052
C 1.89839 -2.22573 0.63558
C 0.55032 -3.03139 0.39222
O 0.05542 -3.80048 1.26491
Br -0.46891 -2.94421 -1.32992
C 2.90718 -0.28738 1.30893
N 4.19658 -0.53121 1.11339
N 2.17094 0.96985 0.98872
C 0.67576 0.81109 1.26928
C 0.12018 2.17325 1.90773
C -1.42789 2.13453 2.34568
C -2.35218 3.25542 1.66126
C -3.88079 2.92975 2.12035
N -4.52692 1.87147 1.29890
C -5.93944 1.46249 1.42541
C -6.26591 0.30732 0.43365
C -4.97054 -0.00970 -0.39508
C -4.00787 1.01700 0.25120
C -0.15581 0.59368 -0.12849
O 0.82655 0.30734 -1.12372
C 0.60522 0.83985 -2.40961
C -0.36031 1.95455 -2.86474
C -0.46307 2.49014 -4.34689
C -1.48179 3.63656 -4.79189
C 0.47338 1.89720 -5.45429
C 1.43935 0.75040 -5.01500
C 1.52092 0.23065 -3.55207
C 2.55447 -0.95047 -3.16052
C 3.92174 -0.42681 -2.50804
C 2.74421 -1.90429 -4.44683
H 2.53753 -5.33552 4.22907
H 2.10237 -4.36176 2.73240
H 0.76164 -4.98722 3.94708
H -1.13976 -1.64804 2.06434
H -1.14469 -0.35394 3.44567
H 1.25508 0.04353 3.18713
H 2.73432 -3.02447 0.75346
H 2.21550 -1.62973 -0.30961
H 4.61397 -1.43884 1.38407
H 4.82733 0.11931 0.60051
H 2.44001 1.53923 1.82520
H 0.75148 2.39563 2.84364
H 0.25843 3.03177 1.14867
H -1.89158 1.11252 2.06468
H -1.51815 2.20640 3.49658
H -2.11584 4.29779 2.08215
H -2.29048 3.25122 0.52030
H -3.83312 2.53711 3.20406
H -4.50428 3.89232 2.15707
H -6.73879 1.86379 2.13186
H -7.26285 -0.24293 0.27541
H -4.77588 -0.76576 -1.22333
H -2.93135 1.01905 -0.12188
H -0.77061 1.54409 -0.25057
H -0.92346 -0.27238 -0.02800
H -1.04672 2.44013 -2.09800
H -2.56767 3.34716 -4.51036
H -1.48979 3.70743 -5.94722
H -1.22806 4.68046 -4.39744
H 0.45130 2.28897 -6.52903
H 2.13272 0.32412 -5.83293
H 2.01215 -1.59663 -2.36419
H 4.68661 -0.05066 -3.27258
H 3.77087 0.37263 -1.69086
H 4.42331 -1.32412 -1.96720
H 3.08110 -2.93807 -4.09107
H 3.43326 -1.42328 -5.21982
H 1.69202 -2.03826 -4.91381
C 0.82342 6.99294 3.27926
C 1.73587 7.79439 2.36346
O 1.83241 7.01938 1.16694
S 0.43664 6.22645 0.93594
O -0.36019 6.97591 0.01281
O 0.73134 4.83350 0.75558
O -0.17690 6.43735 2.42321
H 1.36414 6.16791 3.75180
H 0.36398 7.61310 4.04972
H 2.72232 7.95685 2.79779
H 1.28899 8.75897 2.10610
C -0.64315 -6.47915 -1.74213
C -2.02174 -7.09924 -1.56941
O -2.18778 -7.95290 -2.70068
S -0.74002 -8.54918 -3.13210
O -0.60222 -9.85469 -2.55921
O -0.53924 -8.28613 -4.52461
O 0.17650 -7.51979 -2.27258
H -0.66668 -5.66119 -2.46737
H -0.23335 -6.11539 -0.79860
H -2.81326 -6.35041 -1.53246
H -2.06572 -7.71891 -0.66887

Total charge ... +1
E ... -158200.125 eV
LUMO energy ... -4.2 eV
Spin multiplicity ... 1
HOMO ... -9.84 eV

=====

A molecular structure, C32H46Cl2OOsP4 at a distorted geometry. Source: the Open Molecules 2025 dataset; level of theory: ωB97M-V/def2-TZVPD.

Atoms and positions in Å:
P 1.19815 1.11413 -1.80601
C 2.93977 1.36099 -2.21678
C 3.50114 0.78634 -3.37041
H 2.89935 0.14005 -4.01363
C 4.83413 1.04609 -3.69246
H 5.26491 0.59931 -4.58856
C 5.60405 1.87607 -2.87161
H 6.64396 2.07408 -3.12725
C 5.04337 2.44770 -1.72661
H 5.64006 3.09877 -1.09367
C 3.71577 2.18828 -1.38961
H 3.27672 2.62542 -0.49377
C 0.62272 -0.27094 -2.82024
C 1.22881 -1.52940 -2.64133
H 2.11048 -1.62207 -2.00624
C 0.70060 -2.65541 -3.27268
H 1.13707 -3.63138 -3.06992
C -0.36967 -2.52512 -4.15628
H -0.78224 -3.40838 -4.64473
C -0.91580 -1.26720 -4.41042
H -1.73719 -1.16127 -5.12000
C -0.43739 -0.13905 -3.73826
H -0.87786 0.84175 -3.93449
C 0.33326 2.61715 -2.31192
C 0.65123 3.23924 -3.53567
H 1.43063 2.82221 -4.18130
C -0.01066 4.40947 -3.91584
H 0.24135 4.88352 -4.86727
C -0.98278 4.97202 -3.07758
H -1.50248 5.87900 -3.38758
C -1.26778 4.38222 -1.84563
H -2.01211 4.82162 -1.18272
C -0.58279 3.23449 -1.44247
H -0.72802 2.82660 -0.44057
Os 0.11009 -0.34852 2.58137
C -1.60390 -1.27048 2.14317
C -1.96981 -1.31534 0.83551
H -2.18974 -1.77414 2.92213
C -1.10326 -0.50496 -0.11551
O -2.00095 0.45172 -0.72479
H -1.50564 1.06403 -1.30138
C 0.07227 0.14227 0.61631
H -0.70002 -1.19707 -0.89202
C 1.07540 0.78735 -0.03607
Cl -0.16344 -1.33547 4.76339
Cl 2.24017 0.61594 3.05440
P 1.35315 -2.36028 2.23981
C 2.39664 -2.88066 3.63910
H 1.77155 -3.34798 4.40645
H 2.89690 -1.99988 4.05290
H 3.14309 -3.59513 3.27185
C 0.36019 -3.85573 1.90638
H -0.14495 -3.75895 0.93762
H -0.39018 -3.97280 2.69627
H 1.01200 -4.73975 1.88830
C 2.54049 -2.33679 0.85917
H 3.04936 -1.36718 0.82999
H 2.01321 -2.51032 -0.08573
H 3.27850 -3.13545 1.01605
P -3.51112 -2.06166 0.23103
C -4.16386 -3.14883 1.50346
C -3.17307 -3.04861 -1.22801
H -4.35485 -2.57877 2.42423
H -3.45033 -3.96186 1.70481
H -5.10557 -3.57077 1.11871
H -2.75069 -2.42826 -2.02867
H -4.11483 -3.50260 -1.57137
H -2.46556 -3.85156 -0.97731
C -4.71058 -0.77641 -0.11395
H -4.91005 -0.20611 0.80201
H -5.64073 -1.24066 -0.46581
H -4.30670 -0.09823 -0.87328
H 1.94216 1.09355 0.55810
C -0.51618 3.10031 3.15868
P -0.65835 1.49566 4.01193
C 0.27316 1.81053 5.55129
C -2.40254 1.40459 4.54961
H 0.55046 3.28048 2.96176
H -0.93250 3.91755 3.76881
H -1.05421 3.05013 2.20212
H -0.35580 2.38086 6.24301
H 0.56221 0.87497 6.03764
H 1.18650 2.37295 5.34628
H -2.59371 2.17900 5.30515
H -3.08301 1.56918 3.70364
H -2.61211 0.41385 4.96491

Total charge ... +2
E ... -100631.362 eV
LUMO energy (spin up / spin down) ... -4.6 / -7.7 eV
Energy relative to the best compared isomer or geometry (same formula, charge and spin) ... 4.2 kJ/mol
Spin multiplicity ... 5
HOMO (spin up / spin down) ... -9.80 / -13.93 eV